<A>
Entry from the OMol25 dataset: a 2-piece molecular cluster, C8H13N overall (ωB97M-V/def2-TZVPD).

Results
Structure (SMILES): CCC1=C(C)C1.CC#N
Molar mass in u: 123.2
HOMO-LUMO gap in eV: 9.05

XYZ file:
```
22
C8H13N ωB97M-V/def2-TZVPD
C -1.145 -1.082 2.258
C 0.703 -1.081 -2.151
C 1.399 -0.878 -0.721
C 0.781 0.166 -1.197
C -1.986 0.037 2.407
C 2.128 -1.552 0.365
C -0.973 1.919 -1.040
C 0.539 1.568 -0.994
N -0.541 -2.042 2.086
H 1.202 -1.154 -3.072
H -0.158 -1.699 -2.062
H -2.173 0.366 3.364
H -2.969 -0.169 2.101
H -1.612 0.972 1.860
H 2.922 -0.857 0.753
H 2.511 -2.330 -0.121
H 1.458 -2.038 1.125
H -1.068 2.854 -0.465
H -1.498 1.156 -0.511
H -1.485 1.960 -2.010
H 0.958 1.748 -0.078
H 1.005 2.136 -1.896
```

These are the Löwdin partial charges, in e, on atoms 1 to 2: -0.2581, -0.0080



<B>
Entry from the OMol25 dataset: one molecule with the formula C8H13N (ωB97M-V/def2-TZVPD).

Results
Structure (SMILES): CC1=CCC(C)(C)C=N1
Molar mass in u: 123.2
HOMO-LUMO gap in eV: 9.32

XYZ file:
```
22
C8H13N ωB97M-V/def2-TZVPD
C -1.720 -0.047 -0.049
C 0.325 1.275 -0.462
C -1.184 1.189 -0.294
C 0.219 -1.358 -0.326
C 1.084 -0.060 -0.185
C -3.251 -0.215 0.102
C 1.256 -0.103 1.361
C 2.490 -0.322 -0.890
N -1.044 -1.268 -0.143
H 0.521 1.673 -1.381
H 0.820 1.878 0.245
H -1.666 2.085 -0.232
H 0.586 -2.277 -0.448
H -3.592 -0.464 -0.857
H -3.625 0.538 0.625
H -3.321 -1.073 0.767
H 1.890 0.743 1.581
H 1.580 -1.131 1.868
H 0.377 0.253 1.851
H 2.706 0.506 -1.415
H 2.318 -1.238 -1.572
H 3.231 -0.584 -0.146
```

These are the Löwdin partial charges, in e, on atoms 1 to 2: -0.3041, -0.1192



The data favor <B>; the next most stable structure lies 1.339 eV above it.



<A>
Entry from the OMol25 dataset: a 6-piece molecular cluster, C5H20O5 overall (ωB97M-V/def2-TZVPD).

Results
Structure (SMILES): C/C=C/CC.O.O.O.O.O
Molar mass in u: 160.2
HOMO-LUMO gap in eV: 9.32

XYZ file:
```
30
C5H20O5 ωB97M-V/def2-TZVPD
C 1.976 0.381 -1.918
C 1.108 -0.876 -2.060
C 0.278 -0.773 -0.894
C -0.801 -1.486 -0.620
C -1.182 -1.709 0.784
H 1.428 1.321 -2.287
H 2.934 0.261 -2.488
H 2.125 0.845 -0.823
H 1.693 -1.817 -1.976
H 0.548 -1.014 -3.034
H 0.751 -0.197 -0.059
H -1.339 -2.224 -1.240
H -1.300 -0.638 1.341
H -0.391 -2.511 1.204
H -2.144 -2.242 0.789
H -2.071 1.473 -0.327
H -1.964 2.632 0.657
O -1.356 2.103 0.074
H 2.408 -2.447 1.676
H 0.948 -2.419 1.144
O 1.588 -1.849 1.440
H 1.094 3.713 0.857
H 0.255 2.782 0.078
O 1.193 2.921 0.441
H -2.993 -0.431 0.494
H -3.756 0.093 -0.742
O -3.794 0.213 0.213
H 0.754 1.628 3.113
H 0.997 1.355 1.649
O 1.011 0.910 2.513
```

These are the Löwdin partial charges, in e, on atoms 1 to 2: -0.1285, -0.2603



<B>
Entry from the OMol25 dataset: a 5-piece molecular cluster, C5H20O5 overall (ωB97M-V/def2-TZVPD).

Results
Structure (SMILES): CO.CO.CO.CO.CO
Molar mass in u: 160.2
HOMO-LUMO gap in eV: 10.41

XYZ file:
```
30
C5H20O5 ωB97M-V/def2-TZVPD
C -0.014 -0.983 0.442
O -0.309 -0.390 1.731
H 0.548 -1.917 0.478
H -0.953 -1.221 -0.057
H 0.648 -0.303 -0.094
H -0.364 0.560 1.607
C 0.346 -3.680 -4.153
O 1.238 -2.589 -4.012
H 0.103 -4.042 -3.154
H -0.580 -3.491 -4.696
H 0.814 -4.482 -4.724
H 1.540 -2.280 -4.869
C 2.335 3.087 -2.059
O 3.436 3.777 -2.622
H 2.101 2.144 -2.553
H 2.365 3.021 -0.971
H 1.428 3.650 -2.277
H 3.354 3.706 -3.576
C -1.852 3.516 0.436
O -0.955 3.451 1.486
H -1.824 2.590 -0.139
H -2.861 3.686 0.809
H -1.604 4.323 -0.253
H -0.910 4.261 1.999
C -1.327 -2.809 5.571
O -1.524 -3.098 4.215
H -0.334 -2.369 5.670
H -2.061 -2.084 5.922
H -1.403 -3.698 6.197
H -1.381 -2.335 3.651
```

These are the Löwdin partial charges, in e, on atoms 1 to 2: -0.1351, -0.1341



<C>
Entry from the OMol25 dataset: C5H20O5 as an isolated structure (ωB97M-V/def2-TZVPD).

Results
Molar mass in u: 160.2
HOMO-LUMO gap in eV: 9.09

XYZ file:
```
30
C5H20O5 ωB97M-V/def2-TZVPD
C -1.615 -0.576 -1.939
O -2.019 -1.956 -1.720
H -2.339 -0.148 -2.632
H -1.786 -0.061 -0.994
H -0.550 -0.578 -2.171
H -1.834 -2.539 -2.460
C 1.463 0.379 -0.330
O 0.131 0.330 -0.873
H 1.704 1.437 -0.436
H 1.585 0.082 0.711
H 2.190 -0.208 -0.891
H -0.411 0.505 -0.101
C 0.199 -1.819 -0.399
O -0.100 -3.199 -0.589
H -0.671 -1.241 -0.088
H 0.938 -1.839 0.403
H 0.623 -1.236 -1.217
H -0.876 -3.255 -1.152
C -0.700 -0.148 1.490
O -0.595 1.067 0.801
H -1.666 -0.627 1.331
H 0.131 -0.759 1.138
H -0.483 -0.138 2.558
H -1.256 1.666 1.155
C 1.014 2.332 1.529
O 2.113 3.235 1.505
H 0.197 2.850 2.031
H 0.697 2.098 0.513
H 1.233 1.395 2.040
H 2.683 2.952 0.787
```

These are the Löwdin partial charges, in e, on atoms 1 to 2: -0.0829, -0.1430



The data favor <B>; the next most stable structure lies 0.329 eV above it.



<A>
Entry from the OMol25 dataset: C10H30AgO6 as an isolated structure (ωB97M-V/def2-TZVPD).

Results
Spin multiplicity: 2
Molar mass in u: 354.2
HOMO-LUMO gap (spin up / spin down) in eV: 6.98 / 5.32

XYZ file:
```
47
C10H30AgO6 ωB97M-V/def2-TZVPD
Ag 9.167 -48.272 -24.045
C 9.089 -51.899 -26.987
C 9.201 -51.446 -25.528
C 10.253 -52.327 -24.804
O 9.413 -50.094 -25.414
H 8.938 -52.984 -26.992
H 9.998 -51.636 -27.529
H 8.207 -51.445 -27.440
H 8.225 -51.669 -25.046
H 9.841 -53.290 -24.490
H 10.683 -51.858 -23.919
H 11.042 -52.524 -25.538
C 11.248 -46.257 -26.377
C 11.831 -46.968 -25.132
C 13.260 -46.533 -24.886
O 11.009 -46.939 -24.017
H 10.303 -46.744 -26.622
H 11.875 -46.406 -27.255
H 11.113 -45.197 -26.155
H 11.839 -48.037 -25.399
H 13.666 -47.095 -24.035
H 13.420 -45.489 -24.605
H 13.903 -46.750 -25.737
C 7.782 -46.184 -21.459
O 8.316 -46.313 -22.786
H 8.587 -46.370 -20.742
H 7.428 -45.160 -21.317
H 6.966 -46.871 -21.253
H 8.810 -45.498 -22.926
C 6.079 -49.218 -24.663
O 6.989 -48.943 -23.609
H 6.475 -48.983 -25.639
H 5.760 -50.262 -24.627
H 5.150 -48.654 -24.513
H 6.503 -48.865 -22.786
C 9.289 -50.410 -21.578
O 9.968 -49.346 -22.263
H 8.289 -50.486 -22.001
H 9.757 -51.356 -21.865
H 9.276 -50.248 -20.501
H 10.882 -49.357 -21.960
C 7.617 -45.773 -25.980
O 8.163 -47.065 -25.748
H 7.824 -45.086 -25.168
H 8.037 -45.311 -26.877
H 6.543 -45.901 -26.123
H 8.079 -47.588 -26.554
```

These are the Löwdin partial charges, in e, on atoms 1 to 2: 0.8975, -0.0915



<B>
Entry from the OMol25 dataset: C10H30AgO6 as an isolated structure (ωB97M-V/def2-TZVPD).

Results
Spin multiplicity: 2
Molar mass in u: 354.2
HOMO-LUMO gap (spin up / spin down) in eV: 8.38 / 5.87

XYZ file:
```
47
C10H30AgO6 ωB97M-V/def2-TZVPD
Ag 50.242 -3.213 -14.397
C 52.460 -6.150 -12.986
C 51.236 -6.334 -13.907
C 50.639 -7.722 -13.728
O 50.302 -5.351 -13.777
H 52.191 -6.351 -11.938
H 52.842 -5.128 -13.044
H 53.268 -6.850 -13.221
H 51.671 -6.339 -14.945
H 50.144 -7.785 -12.753
H 51.426 -8.479 -13.767
H 49.896 -7.901 -14.504
C 51.163 0.033 -16.241
C 49.756 -0.159 -15.679
C 48.727 -0.349 -16.797
O 49.719 -1.114 -14.703
H 51.841 0.577 -15.581
H 51.177 0.568 -17.199
H 51.622 -0.941 -16.452
H 49.501 0.774 -15.134
H 49.039 -1.171 -17.443
H 48.648 0.569 -17.383
H 47.746 -0.587 -16.390
C 46.926 -3.687 -13.422
O 48.021 -3.998 -14.268
H 46.019 -4.219 -13.719
H 47.156 -3.907 -12.375
H 46.747 -2.615 -13.488
H 48.173 -4.953 -14.231
C 53.525 -2.312 -14.606
O 52.391 -2.672 -13.820
H 53.874 -1.302 -14.377
H 54.356 -3.006 -14.445
H 53.244 -2.342 -15.655
H 52.674 -2.737 -12.904
C 50.314 -2.495 -10.777
O 49.844 -3.207 -11.896
H 51.407 -2.568 -10.670
H 50.083 -1.442 -10.932
H 49.860 -2.850 -9.849
H 49.725 -4.139 -11.679
C 50.120 -3.551 -17.717
O 50.849 -3.984 -16.567
H 50.086 -4.354 -18.457
H 49.118 -3.317 -17.374
H 50.591 -2.677 -18.168
H 51.772 -4.086 -16.818
```

These are the Löwdin partial charges, in e, on atoms 1 to 2: 1.0059, -0.0720



The data favor <B>; the next most stable structure lies 1.002 eV above it.



<A>
Entry from the OMol25 dataset: C6H24Br2N12O6Y as an isolated structure (ωB97M-V/def2-TZVPD).

Results
Total charge: +1
Molar mass in u: 609.0
HOMO-LUMO gap in eV: 8.22

XYZ file:
```
51
C6H24Br2N12O6Y ωB97M-V/def2-TZVPD
Y 0.018 -0.477 -0.678
Br 2.770 -1.306 -0.688
Br -1.101 -2.295 -2.396
C 1.920 2.390 0.044
O 0.947 1.740 -0.367
N 2.050 2.700 1.351
N 2.955 2.703 -0.769
H 2.804 3.233 1.743
H 1.226 2.510 1.893
H 3.669 3.355 -0.500
H 2.783 2.550 -1.750
C 1.329 -0.357 2.599
O 0.721 -0.092 1.569
N 0.876 0.100 3.805
N 2.464 -1.098 2.597
H 0.034 0.641 3.726
H 1.239 -0.215 4.684
H 2.973 -1.227 3.452
H 2.795 -1.331 1.658
C -2.697 -1.066 1.420
O -1.724 -0.588 0.841
N -3.276 -0.427 2.476
N -3.186 -2.269 1.053
H -4.064 -0.877 2.910
H -3.228 0.573 2.534
H -4.095 -2.546 1.383
H -2.854 -2.623 0.166
C 1.260 0.991 -3.649
O 0.541 0.443 -2.828
N 1.925 0.320 -4.616
N 1.356 2.364 -3.731
H 2.714 0.739 -5.075
H 1.796 -0.675 -4.684
H 2.099 2.809 -4.239
H 0.680 2.883 -3.204
C -2.246 2.036 -1.590
O -1.719 0.954 -1.351
N -3.549 2.170 -1.917
N -1.509 3.188 -1.501
H -4.094 1.326 -1.939
H -3.763 2.903 -2.572
H -0.589 3.012 -1.119
H -1.979 4.023 -1.192
C -0.025 -3.703 1.070
O 0.051 -2.619 0.511
N -0.612 -4.782 0.486
N 0.530 -3.932 2.300
H -0.411 -5.637 0.972
H -0.937 -4.659 -0.457
H 0.964 -3.143 2.744
H 0.171 -4.712 2.822
```

These are the Löwdin partial charges, in e, on atoms 1 to 2: 1.0471, -0.0092



<B>
Entry from the OMol25 dataset: C6H24Br2N12O6Y as an isolated structure (ωB97M-V/def2-TZVPD).

Results
Total charge: +1
Molar mass in u: 609.0
HOMO-LUMO gap in eV: 4.54

XYZ file:
```
51
C6H24Br2N12O6Y ωB97M-V/def2-TZVPD
Y 0.344 0.757 -1.758
Br 2.648 -1.041 -5.051
Br 0.643 4.998 -2.647
C 5.961 1.440 0.154
O 4.872 1.511 -0.430
N 7.082 1.274 -0.496
N 6.064 1.541 1.432
H 7.947 1.194 0.017
H 7.061 1.320 -1.505
H 7.000 1.413 1.789
H 5.356 1.996 1.991
C 3.279 -3.321 1.441
O 2.569 -2.472 0.822
N 3.597 -4.505 1.023
N 4.160 -3.104 2.345
H 3.270 -4.935 0.170
H 4.138 -5.054 1.677
H 4.517 -3.885 2.877
H 4.523 -2.194 2.590
C -3.648 1.769 -5.700
O -2.723 1.363 -5.004
N -4.721 1.162 -5.870
N -3.580 2.927 -6.297
H -4.866 0.217 -5.544
H -5.426 1.504 -6.508
H -4.166 3.310 -7.025
H -2.843 3.552 -6.005
C -4.501 1.716 1.297
O -3.549 1.575 0.475
N -5.599 2.335 1.022
N -4.459 1.244 2.514
H -5.802 2.864 0.186
H -6.265 2.383 1.780
H -5.185 1.408 3.196
H -3.724 0.628 2.831
C 1.412 1.949 3.969
O 1.118 1.798 2.781
N 1.975 3.037 4.411
N 1.307 1.054 4.861
H 2.236 3.098 5.385
H 1.928 3.866 3.836
H 1.891 1.270 5.657
H 1.015 0.120 4.613
C -2.934 -3.765 -1.041
O -2.103 -2.951 -1.407
N -3.977 -4.103 -1.772
N -3.094 -4.291 0.137
H -4.628 -4.783 -1.406
H -3.928 -4.021 -2.777
H -3.839 -4.972 0.145
H -2.354 -4.200 0.819
```

These are the Löwdin partial charges, in e, on atoms 1 to 2: 1.8452, -0.4377



The data favor <A>; the next most stable structure lies 20.235 eV above it.



<A>
Entry from the OMol25 dataset: a 2-piece molecular cluster, C4H12OSi2 overall (ωB97M-V/def2-TZVPD).

Results
Structure (SMILES): C=C[Si](=O)[SiH3].CC
Molar mass in u: 132.3
HOMO-LUMO gap in eV: 9.33

XYZ file:
```
19
C4H12OSi2 ωB97M-V/def2-TZVPD
C -2.870 -2.365 -0.450
C -2.493 -1.175 -0.858
C 3.738 0.050 0.839
C 2.577 -0.153 -0.199
O -1.740 -0.339 1.832
Si -1.785 2.326 -0.261
Si -1.979 0.110 0.432
H -3.207 -3.083 -1.204
H -3.064 -2.509 0.544
H -2.521 -1.082 -1.859
H 3.372 -0.465 1.743
H 4.525 -0.580 0.590
H 3.983 1.020 1.082
H 1.523 -0.121 0.334
H 2.740 0.680 -0.951
H 2.614 -0.966 -0.839
H -2.565 2.857 -1.443
H -2.581 2.883 0.898
H -0.266 2.913 -0.231
```

These are the Löwdin partial charges, in e, on atoms 1 to 2: -0.0408, -0.2619



<B>
Entry from the OMol25 dataset: one molecule with the formula C4H12OSi2 (ωB97M-V/def2-TZVPD).

Results
Structure (SMILES): C=C[Si](C)(C)O[SiH3]
Molar mass in u: 132.3
HOMO-LUMO gap in eV: 10.87

XYZ file:
```
19
C4H12OSi2 ωB97M-V/def2-TZVPD
C 1.581 -2.093 -0.017
C 0.620 -1.360 0.523
C 1.492 1.002 -1.473
C 0.126 1.613 1.353
O -1.451 0.229 -0.640
Si -2.941 -0.233 -0.179
Si 0.081 0.353 -0.071
H 1.850 -3.068 0.362
H 2.142 -1.749 -0.869
H 0.092 -1.768 1.379
H 1.292 2.028 -1.753
H 2.464 0.934 -1.008
H 1.461 0.383 -2.360
H -0.664 1.430 2.076
H 1.075 1.567 1.879
H 0.006 2.628 0.984
H -3.832 0.569 -1.008
H -3.050 -1.672 -0.415
H -3.121 0.050 1.249
```

These are the Löwdin partial charges, in e, on atoms 1 to 2: -0.0629, -0.2192



The data favor <B>; the next most stable structure lies 4.417 eV above it.



<A>
Entry from the OMol25 dataset: one molecule with the formula C5H15N2 (ωB97M-V/def2-TZVPD).

Results
Spin multiplicity: 2
Molar mass in u: 103.2
HOMO-LUMO gap (spin up / spin down) in eV: 3.49 / 10.61

XYZ file:
```
22
C5H15N2 ωB97M-V/def2-TZVPD
C 0.549 -0.089 -0.806
N -0.883 -0.265 -0.216
C -1.678 0.989 -0.445
C -1.963 1.291 -1.880
C 1.637 0.076 0.261
N 1.082 -0.343 1.611
C 1.481 -1.725 2.016
H 0.762 0.842 -1.359
H 0.516 -0.841 -1.595
H -1.306 -1.004 -0.792
H -1.261 1.795 0.167
H -2.621 0.852 0.108
H -2.273 2.326 -2.097
H -1.119 1.096 -2.523
H -2.846 0.714 -2.189
H 2.408 -0.609 -0.081
H 1.953 1.098 0.380
H 1.339 0.307 2.347
H -0.465 -0.446 0.812
H 1.366 -2.364 1.140
H 2.526 -1.693 2.314
H 0.796 -2.008 2.830
```

These are the Löwdin partial charges, in e, on atoms 1 to 2: -0.2334, -0.0248



<B>
Entry from the OMol25 dataset: a 2-piece molecular cluster, C5H15N2 overall (ωB97M-V/def2-TZVPD).

Results
Spin multiplicity: 2
Molar mass in u: 103.2
HOMO-LUMO gap (spin up / spin down) in eV: 9.12 / 9.38

XYZ file:
```
22
C5H15N2 ωB97M-V/def2-TZVPD
C 1.320 -1.147 0.183
C 0.475 -0.215 -0.633
C -0.943 -0.618 -0.902
C -1.895 -0.545 0.306
C -1.952 0.865 0.921
N 1.830 2.673 0.399
N 1.643 -2.401 -0.479
H 2.266 -0.668 0.429
H 0.821 -1.356 1.136
H 2.054 3.493 -0.144
H 0.965 0.258 -1.483
H -0.989 -1.642 -1.285
H -1.364 0.010 -1.683
H -2.873 -0.869 -0.034
H -1.585 -1.263 1.068
H -2.246 0.871 1.969
H -0.949 1.282 0.833
H 1.333 2.931 1.236
H -2.629 1.523 0.375
H 1.332 1.984 -0.147
H 0.902 -2.809 -1.031
H 2.483 -2.355 -1.033
```

These are the Löwdin partial charges, in e, on atoms 1 to 2: -0.3084, -0.1060



The data favor <B>; the next most stable structure lies 3.107 eV above it.